Run P
Density functional theory data (ωB97M-V/def2-TZVPD) for an isolated ion of composition C4H3O3 and charge -1.

Structure (XYZ):
```
10
C4H3O3 ωB97M-V/def2-TZVPD
O -2.70266 0.94729 -0.20809
C -2.07081 -0.06649 -0.02472
O -2.37916 -1.24069 0.06442
C -0.26380 0.25216 0.10610
C 0.85676 -0.38701 0.01471
O 1.56011 -1.59482 -0.16097
C 1.14926 1.08169 0.10284
H 0.77615 -2.13934 -0.21561
H 1.67489 1.49488 -0.71841
H 1.39925 1.65232 1.03974
```

The calculation puts the HOMO energy at -4.24 eV. Its SMILES is O=C([O-])C1=C(O)C1. Its LUMO energy is 3.80 eV. Its total charge is -1.

Run Q
Density functional theory data (ωB97M-V/def2-TZVPD) for an isolated ion of composition C4H3O3 and charge -1.

Structure (XYZ):
```
10
C4H3O3 ωB97M-V/def2-TZVPD
C -0.05768 0.20546 0.20582
C 1.27866 1.03427 0.11014
O 1.08952 2.29232 0.17568
C 2.43535 0.29297 -0.18102
C 3.69560 -0.18574 -0.05787
O 4.90140 -0.22696 -0.05511
O 2.77873 -1.19796 -0.03196
H 0.03184 -0.88823 0.53858
H -0.11297 0.08280 -0.96939
H -0.87456 0.76775 0.61690
```

The calculation puts the HOMO energy at -3.23 eV. Its SMILES is CC(=O)C1=C([O-])O1. Its LUMO energy is 4.16 eV. Its total charge is -1.

Top of the stability list: run Q, leading by 0.0206 hartree.

Run P
Density functional theory data (ωB97M-V/def2-TZVPD) for one molecule with the formula C19H20N2O3S.

Structure (XYZ):
```
45
C19H20N2O3S ωB97M-V/def2-TZVPD
C -3.92409 -2.47006 0.84607
C -4.05191 -1.05355 0.36540
C -5.26847 -0.61777 -0.14274
C -5.45416 0.69539 -0.53089
C -4.42332 1.60239 -0.38069
C -3.18980 1.20277 0.11381
C -2.09617 2.21252 0.29295
C -2.99539 -0.14081 0.45266
O -1.74928 -0.50148 0.94868
C -0.99398 -1.42970 0.20478
C -0.78052 -1.05530 -1.25747
S 0.19175 0.46576 -1.46759
C 1.73291 -0.10440 -0.91028
N 2.02422 -1.34485 -0.64245
C 3.33572 -1.32515 -0.23443
C 4.16145 -2.36446 0.17333
C 5.45429 -2.04722 0.53761
C 5.92557 -0.73503 0.50291
C 5.12040 0.31321 0.09877
C 3.82388 0.00201 -0.26966
N 2.77327 0.76754 -0.72735
C 2.72061 2.18953 -0.85663
C 2.15581 2.88778 0.37887
O 2.18828 4.07420 0.54662
O 1.61403 2.03079 1.23862
H -3.58297 -3.12997 0.04659
H -4.89309 -2.83296 1.18254
H -3.22388 -2.53117 1.67645
H -6.08399 -1.32254 -0.21971
H -6.40676 1.01399 -0.92697
H -4.56781 2.63864 -0.64961
H -1.24913 1.76342 0.80178
H -2.45979 3.05543 0.87824
H -1.76523 2.58961 -0.67424
H -0.02817 -1.48282 0.71388
H -1.44673 -2.42925 0.21852
H -0.23914 -1.85201 -1.76398
H -1.73104 -0.85757 -1.75436
H 3.79447 -3.37763 0.19985
H 6.12192 -2.83235 0.86004
H 6.94360 -0.53340 0.80076
H 5.49049 1.32753 0.07863
H 2.07612 2.45996 -1.70154
H 3.72133 2.58503 -1.05009
H 1.23470 2.49396 2.00233
```

The calculation puts the HOMO energy at -8.11 eV. Its SMILES is Cc1cccc(C)c1OCCSc1nc2ccccc2n1CC(=O)O. Its LUMO energy is 0.54 eV.

Run Q
Density functional theory data (ωB97M-V/def2-TZVPD) for one molecule with the formula C19H20N2O3S.

Structure (XYZ):
```
45
C19H20N2O3S ωB97M-V/def2-TZVPD
C -3.23964 1.57413 -3.89742
C -2.69820 2.93136 -3.46735
N -2.90767 3.17271 -2.04457
C -3.73921 4.19723 -1.70093
O -4.31770 4.88010 -2.51878
C -3.87488 4.45175 -0.21627
S -4.36748 2.91666 0.61257
C -2.94108 2.01258 0.11188
C -2.41875 1.04520 0.95879
C -1.28004 0.34547 0.61453
C -0.63086 0.64517 -0.57931
C 0.64200 -0.01269 -1.00450
O 1.49314 0.57745 -1.64228
N 0.75024 -1.31359 -0.65592
C 1.94424 -2.09482 -0.90573
C 2.54787 -2.58178 0.38440
C 2.94745 -1.66927 1.35014
C 3.48217 -2.08717 2.55589
C 3.62886 -3.44638 2.81421
O 4.14166 -3.97473 3.95875
C 4.57963 -3.09886 4.96891
C 3.22734 -4.36799 1.84614
C 2.69088 -3.93810 0.65125
C -1.15007 1.62122 -1.41959
C -2.32732 2.29713 -1.11699
H -3.11669 1.45863 -4.97062
H -4.29829 1.50075 -3.65936
H -2.71301 0.76417 -3.39731
H -1.63579 3.02127 -3.70638
H -3.23638 3.72741 -3.98633
H -2.93038 4.78766 0.21732
H -4.65156 5.19410 -0.04536
H -2.92308 0.85313 1.89302
H -0.88117 -0.38954 1.29759
H 0.01231 -1.75607 -0.13261
H 1.70179 -2.94196 -1.55616
H 2.63403 -1.42824 -1.43255
H 2.84149 -0.61192 1.15408
H 3.78311 -1.34698 3.28034
H 5.38852 -2.45081 4.61663
H 4.95248 -3.73595 5.76933
H 3.75936 -2.48238 5.35094
H 3.34674 -5.41844 2.05877
H 2.38545 -4.66538 -0.08713
H -0.60154 1.83772 -2.32201
```

The calculation puts the HOMO energy at -8.48 eV. Its SMILES is CCN1C(=O)CSc2ccc(C(=O)NCc3ccc(OC)cc3)cc21. Its LUMO energy is 0.52 eV.

Top of the stability list: run Q, leading by 0.0061 hartree.

Run P
Density functional theory data (ωB97M-V/def2-TZVPD) for a 5-piece molecular cluster, C4H15NO3 overall.

Structure (XYZ):
```
23
C4H15NO3 ωB97M-V/def2-TZVPD
N 0.34396 -0.57881 -1.36331
C 0.51243 -1.70784 -0.49683
C -0.61957 -1.60599 0.52941
C -1.71168 -0.63085 -0.12390
C -1.07680 -0.39075 -1.51590
H 0.95120 0.19044 -1.02095
H 0.38929 -2.66241 -1.01959
H 1.55993 -1.60136 0.08185
H -0.98056 -2.60542 0.76643
H -0.23795 -1.14441 1.43655
H -2.66622 -1.17167 -0.16748
H -1.80820 0.24381 0.51499
H -1.48589 -1.09027 -2.26318
H -1.30244 0.55450 -2.04115
H 2.24057 1.18691 2.80763
H 1.17179 1.32095 1.71327
O 1.50491 0.71422 2.41029
H 1.89161 2.56969 -0.26107
H 2.15087 -2.12414 0.73830
O 1.28864 1.81976 -0.28998
H 0.04343 2.49354 -0.30379
H -1.11995 3.57548 0.04288
O -1.03939 2.64459 -0.17446
```

Its spin multiplicity is 2. The calculation puts the HOMO energy (alpha / beta) at -4.26 / -4.42 eV. Its LUMO energy (alpha / beta) is 3.98 / 3.43 eV. Its total charge is -1.

Run Q
Density functional theory data (ωB97M-V/def2-TZVPD) for a 3-piece molecular cluster, C4H15NO3 overall.

Structure (XYZ):
```
23
C4H15NO3 ωB97M-V/def2-TZVPD
C -0.03322 -0.26356 -0.20072
O 0.91797 0.19356 0.76787
C 0.42983 -0.62351 -1.60195
C 1.79017 -0.00662 -2.00318
C 1.62818 1.48128 -2.35131
N 1.10240 1.65686 -3.72307
H -0.57366 -1.06185 0.31883
H -0.75677 0.54857 -0.25323
H 1.60719 -0.44124 0.84444
H 0.42803 -1.68998 -1.84582
H -0.34767 -0.22547 -2.26727
H 2.40343 -0.13451 -1.10676
H 2.21507 -0.58141 -2.82237
H 2.53242 2.07308 -2.25269
H 0.84275 1.86447 -1.69998
H 0.42271 0.94201 -3.97464
H 1.84103 1.63337 -4.38977
H -4.33061 -2.73652 5.02237
H -4.67039 -1.40449 4.13564
O -4.04663 -1.88024 4.69239
H -1.61786 0.17496 4.28516
H -0.86728 -0.06142 5.57514
O -0.91710 0.54264 4.85093
```

Its spin multiplicity is 2. The calculation puts the HOMO energy (alpha / beta) at 1.05 / -7.04 eV. Its LUMO energy (alpha / beta) is 2.97 / 2.91 eV. Its total charge is -1.

Top of the stability list: run Q, leading by 0.0275 hartree.

Run P
Density functional theory data (ωB97M-V/def2-TZVPD) for a 2-piece molecular cluster, C4H9NO overall.

Structure (XYZ):
```
15
C4H9NO ωB97M-V/def2-TZVPD
N -2.23084 1.04656 -0.55837
C -1.09173 0.99406 0.07173
C 0.04637 0.33221 -0.37593
C 1.28742 0.24794 0.31654
C 1.55964 0.86313 1.49493
H -3.04702 1.36752 -0.05530
H -2.32842 0.85177 -1.54929
H -1.01848 1.57144 0.98377
H -0.02922 -0.22905 -1.30802
H 1.99099 -0.38955 -0.20918
H 2.54733 0.76569 1.92542
H 0.83820 1.45703 2.04390
H 0.05747 -2.56354 -0.38783
H 1.17608 -3.11439 -1.31099
O 0.24223 -3.20083 -1.08139
```

Its spin multiplicity is 2. The calculation puts the HOMO energy (alpha / beta) at -13.95 / -14.73 eV. Its LUMO energy (alpha / beta) is -4.69 / -7.04 eV. Its total charge is +1.

Run Q
Density functional theory data (ωB97M-V/def2-TZVPD) for a 2-piece molecular cluster, C4H9NO overall.

Structure (XYZ):
```
15
C4H9NO ωB97M-V/def2-TZVPD
N 0.94847 -0.76024 -0.03904
C -0.02996 0.13853 -0.24263
C -1.31971 -0.13272 0.16351
C -0.22986 1.89374 -1.97373
C 0.38625 1.37431 -0.92516
H 0.66228 -1.57820 0.51036
H 1.71074 -0.95643 -0.68632
H -2.02588 0.64225 -0.15237
H -1.87390 -0.83438 0.75914
H -0.05473 2.87566 -2.39223
H -1.07315 1.45031 -2.49888
H 1.26206 1.84116 -0.48621
H 0.94022 -1.37260 2.35298
H 0.19389 -2.33977 3.25593
O 0.50326 -2.24163 2.35464
```

Its spin multiplicity is 2. The calculation puts the HOMO energy (alpha / beta) at -14.90 / -15.09 eV. Its LUMO energy (alpha / beta) is -4.20 / -7.42 eV. Its total charge is +1.

Top of the stability list: run P, leading by 0.0229 hartree.

Run P
Density functional theory data (ωB97M-V/def2-TZVPD) for a 2-piece molecular cluster, CH5NO overall.

Structure (XYZ):
```
8
CH5NO ωB97M-V/def2-TZVPD
C 1.06079 0.22207 -0.08979
N -1.82214 -0.02652 0.37864
O 0.00197 0.08994 -0.99735
H 1.39208 -0.74269 0.44939
H 0.56161 0.92420 0.63086
H 1.97602 0.61558 -0.60072
H -2.32142 -0.66608 -0.30789
H -2.09320 0.95958 0.07429
```

The calculation puts the HOMO energy (alpha / beta) at -9.98 / -9.95 eV. Its LUMO energy (alpha / beta) is -2.21 / -2.21 eV.

Run Q
Density functional theory data (ωB97M-V/def2-TZVPD) for one molecule with the formula CH5NO.

Structure (XYZ):
```
8
CH5NO ωB97M-V/def2-TZVPD
C -1.22551 -0.20973 -0.00587
N 0.05685 0.52631 -0.15563
O 1.20875 -0.28121 0.12901
H -1.28637 -0.64666 1.00694
H -1.37504 -1.05877 -0.71707
H -2.06596 0.51472 -0.03805
H 0.21203 1.31161 0.44784
H 1.80042 -0.29700 -0.60709
```

The calculation puts the HOMO energy at -9.04 eV. Its SMILES is CNO. Its LUMO energy is 1.19 eV.

Top of the stability list: run Q, leading by 0.1209 hartree.